(1)
18
Properties=species:S:1:pos:R:3 method="wB97M-V/def2-TZVPD" homo_lumo_gap_ev=9.8 e_above_lowest_kcal_mol=9.5 smiles="CC(N)=O.CC(N)=O" total_energy_ha=-418.445844
C 1.015 2.325 0.412
C 1.995 1.646 1.323
N 1.727 0.311 1.533
O 2.952 2.183 1.821
H 0.103 2.622 0.926
H 0.733 1.568 -0.338
H 1.378 3.144 -0.194
H 2.198 -0.233 2.240
H 0.907 -0.071 1.066
C -0.512 -1.928 -1.385
C -1.388 -1.203 -0.381
N -2.721 -1.221 -0.749
O -1.034 -0.638 0.629
H 0.486 -1.497 -1.385
H -0.968 -1.834 -2.369
H -0.450 -3.001 -1.209
H -3.410 -0.668 -0.277
H -3.010 -1.503 -1.663



(2)
66
Properties=species:S:1:pos:R:3 method="wB97M-V/def2-TZVPD" homo_lumo_gap_ev=4.7 total_charge=+2 total_energy_ha=-1420.983823
C 2.075 -1.423 4.143
C 1.975 -1.474 2.602
C 1.716 -2.942 2.183
C 0.952 -0.472 2.046
C -0.524 -0.850 2.280
C -1.023 -0.607 3.673
C -1.714 -1.477 4.382
O -2.007 -2.681 3.830
C -3.404 -2.992 3.799
C -4.158 -2.531 2.512
C -5.476 -1.854 2.959
O -3.444 -1.584 1.731
C -2.084 -1.084 5.782
O -2.984 -1.533 6.418
C -1.198 -0.052 6.444
C -0.530 0.819 5.743
C -0.688 0.744 4.262
O -0.603 1.680 3.531
H 2.344 -0.417 4.486
H 1.171 -1.786 4.632
H 2.911 -2.076 4.416
H 2.972 -1.213 2.224
H 2.671 -3.397 1.901
H 1.040 -3.053 1.329
H 1.318 -3.558 2.994
H 1.197 0.517 2.455
H 1.070 -0.362 0.953
H -1.121 -0.244 1.588
H -0.689 -1.876 1.960
H -3.468 -4.085 3.828
H -3.962 -2.640 4.668
H -4.392 -3.376 1.861
H -5.232 -0.872 3.387
H -6.072 -1.679 2.060
H -6.003 -2.431 3.720
H -3.755 -0.691 1.920
H -1.104 -0.025 7.522
H 0.097 1.580 6.192
C 1.711 3.019 0.112
N 1.675 2.715 -1.339
C 2.717 2.078 -1.897
C 2.705 1.742 -3.232
C 1.600 2.057 -4.019
C 0.547 2.736 -3.414
C 0.607 3.056 -2.075
C 1.524 1.664 -5.447
C 0.484 0.863 -5.908
C 0.397 0.542 -7.245
N 1.308 0.999 -8.119
C 2.337 1.756 -7.703
C 2.468 2.098 -6.376
C 1.180 0.688 -9.564
H 2.598 3.614 0.316
H 1.745 2.073 0.652
H 0.821 3.572 0.395
H 3.550 1.835 -1.250
H 3.555 1.213 -3.643
H -0.330 3.026 -3.979
H -0.197 3.578 -1.576
H -0.267 0.478 -5.231
H -0.402 -0.075 -7.633
H 3.040 2.087 -8.455
H 3.300 2.725 -6.080
H 2.092 0.193 -9.890
H 1.035 1.625 -10.098
H 0.327 0.037 -9.723



(3)
20
Properties=species:S:1:pos:R:3 method="wB97M-V/def2-TZVPD" homo_lumo_gap_ev=9.9 e_above_lowest_kcal_mol=11.1 smiles=NCCS.O.O.O total_energy_ha=-762.635387
N 0.984 2.526 1.639
C -0.101 1.633 1.141
C 0.420 0.865 -0.058
S -0.624 -0.353 -0.886
H 1.881 2.080 1.499
H 0.895 2.599 2.650
H -0.458 0.957 1.911
H -0.921 2.303 0.854
H 1.368 0.414 0.194
H 0.731 1.581 -0.823
H -0.819 0.332 -2.015
O 1.913 -1.287 1.923
H 2.413 -1.832 2.540
H 1.136 -1.822 1.724
O -4.390 0.034 -1.141
H -4.252 0.954 -0.888
H -3.504 -0.336 -1.240
O 2.493 -2.414 -1.667
H 1.685 -2.044 -2.054
H 2.273 -2.572 -0.741



(4)
13
Properties=species:S:1:pos:R:3 method="wB97M-V/def2-TZVPD" homo_lumo_gap_ev=9.6 e_above_lowest_kcal_mol=57.2 smiles="CC=C=O.C=N" total_energy_ha=-286.540571
C 2.302 -0.797 0.362
C 0.963 -0.270 -0.085
C 0.520 0.926 0.221
O 0.109 1.990 0.500
H 3.070 -0.652 -0.405
H 2.241 -1.868 0.570
H 2.643 -0.307 1.276
H 0.311 -0.849 -0.730
C -2.578 0.130 -0.050
N -2.169 0.325 -1.236
H -2.609 0.897 0.732
H -2.918 -0.869 0.231
H -1.883 1.300 -1.347



(5)
47
Properties=species:S:1:pos:R:3 method="wB97M-V/def2-TZVPD" homo_lumo_gap_ev=8.1 e_above_lowest_kcal_mol=21.8 smiles="C=CCc1cccc2cc(C(=O)NCc3ccc(C(=O)OCC)o3)c(=O)oc12" total_energy_ha=-1317.853465
C -5.731 -1.762 -2.317
C -4.947 -1.569 -1.275
C -5.387 -0.906 0.000
C -4.620 0.373 0.190
C -5.140 1.597 -0.190
C -4.412 2.776 -0.044
C -3.145 2.748 0.486
C -2.582 1.528 0.880
C -1.278 1.404 1.441
C -0.776 0.198 1.809
C 0.610 0.167 2.383
O 1.246 1.194 2.540
N 1.074 -1.050 2.719
C 2.437 -1.207 3.174
C 3.411 -0.757 2.128
C 4.572 -0.036 2.226
C 5.055 0.104 0.913
C 4.150 -0.538 0.102
C 4.107 -0.701 -1.351
O 3.224 -1.245 -1.967
O 5.204 -0.165 -1.916
C 5.281 -0.227 -3.340
C 4.509 0.913 -3.991
O 3.155 -1.063 0.851
C -1.577 -1.008 1.627
O -1.243 -2.139 1.912
O -2.814 -0.852 1.091
C -3.325 0.347 0.724
H -5.378 -2.241 -3.214
H -6.766 -1.459 -2.315
H -3.912 -1.881 -1.294
H -5.178 -1.577 0.836
H -6.456 -0.697 -0.038
H -6.134 1.634 -0.608
H -4.852 3.713 -0.351
H -2.568 3.652 0.606
H -0.666 2.284 1.584
H 0.514 -1.863 2.485
H 2.600 -0.600 4.071
H 2.594 -2.261 3.418
H 5.012 0.348 3.123
H 5.941 0.612 0.591
H 4.883 -1.191 -3.676
H 6.346 -0.163 -3.569
H 3.451 0.821 -3.761
H 4.870 1.869 -3.621
H 4.640 0.874 -5.069



(6)
148
Properties=species:S:1:pos:R:3 method="wB97M-V/def2-TZVPD" multiplicity=4 homo_lumo_gap_ev="6.3 / 6.3" s_squared=3.77 total_energy_ha=-7812.825416
Be -0.783 -0.725 -0.790
C 2.287 -2.930 3.312
C 2.357 -1.637 4.042
C 3.605 -1.519 4.908
O 3.857 -0.193 5.302
C 4.872 0.042 6.296
N 2.317 -0.529 3.023
H 2.789 -0.776 2.153
H 1.353 -0.379 2.726
H 2.782 0.348 3.238
H 2.274 -3.748 4.035
H 3.183 -3.129 2.723
H 1.419 -3.053 2.663
H 1.473 -1.504 4.666
H 4.519 -1.991 4.541
H 3.337 -2.126 5.779
H 5.863 -0.173 5.894
H 4.727 -0.447 7.260
H 4.904 1.103 6.544
P 1.683 -1.273 -0.058
O 1.433 -0.595 -1.448
O 3.135 -1.348 0.450
O 0.649 -2.424 0.014
O 0.877 -0.208 0.731
C -5.655 -3.120 1.563
C -5.029 -1.785 2.047
C -5.306 -1.656 3.572
C -4.397 -2.555 4.374
C -3.019 -2.047 4.055
C -2.588 -2.289 2.632
N -3.576 -1.581 1.773
O -3.184 -1.346 0.417
C -1.237 -1.503 2.606
C -2.241 -3.738 2.301
C -5.903 -0.684 1.444
H -5.297 -3.965 2.150
H -5.358 -3.228 0.518
H -6.742 -3.143 1.501
H -5.206 -0.611 3.866
H -6.322 -2.031 3.700
H -4.385 -3.609 4.094
H -4.469 -2.476 5.459
H -2.503 -2.686 4.775
H -3.077 -1.037 4.465
H -0.691 -1.820 3.496
H -0.625 -1.746 1.737
H -1.454 -0.437 2.674
H -3.102 -4.220 1.838
H -1.400 -3.832 1.611
H -1.849 -4.306 3.145
H -5.514 0.274 1.797
H -6.955 -0.628 1.719
H -5.744 -0.725 0.366
C -1.157 2.823 -4.673
C -1.768 1.547 -5.270
C -1.584 1.403 -6.842
C -0.215 0.871 -7.293
C 0.162 -0.414 -6.552
C 0.067 -0.253 -5.054
N -1.262 0.257 -4.678
O -1.545 0.168 -3.307
C 0.364 -1.679 -4.470
C 1.256 0.570 -4.535
C -3.236 1.746 -4.992
H -1.173 3.017 -3.601
H -1.529 3.707 -5.191
H -0.087 2.892 -4.878
H -2.368 0.699 -7.128
H -1.874 2.348 -7.302
H 0.526 1.652 -7.100
H -0.097 0.797 -8.375
H 1.126 -0.723 -6.955
H -0.538 -1.133 -6.984
H 0.329 -1.675 -3.379
H -0.426 -2.404 -4.678
H 1.322 -2.137 -4.713
H 2.229 0.101 -4.672
H 1.325 1.579 -4.940
H 1.111 0.665 -3.457
H -3.613 2.633 -5.502
H -3.433 1.954 -3.942
H -3.777 0.882 -5.382
C -0.600 2.623 2.317
C -2.109 2.868 1.909
C -2.303 4.269 2.464
C -3.659 4.878 2.069
C -3.868 4.938 0.550
C -3.525 3.605 -0.128
N -2.341 2.888 0.447
O -1.969 1.695 -0.190
C -4.766 2.734 -0.096
C -3.233 3.967 -1.574
C -3.000 1.877 2.654
H -0.378 2.234 3.312
H 0.125 3.423 2.166
H -0.147 1.838 1.705
H -2.179 4.255 3.548
H -1.478 4.907 2.146
H -3.613 5.836 2.591
H -4.512 4.369 2.522
H -3.354 5.798 0.118
H -4.920 5.204 0.441
H -5.637 3.252 -0.499
H -4.601 1.826 -0.678
H -5.071 2.380 0.890
H -3.404 3.137 -2.258
H -3.835 4.837 -1.836
H -2.182 4.214 -1.727
H -2.523 1.641 3.604
H -3.115 0.931 2.120
H -4.032 2.201 2.793
Cl 0.383 3.811 -1.411
C 1.729 2.707 -0.984
C 2.793 2.572 -2.054
Cl 3.578 4.117 -2.470
H 1.264 1.738 -0.795
H 2.175 2.932 -0.016
H 2.543 2.004 -2.948
H 3.622 1.979 -1.666
Cl 5.809 3.512 0.370
C 6.047 1.733 0.139
C 5.177 0.966 1.145
Cl 5.754 1.219 2.872
H 7.081 1.420 0.275
H 5.819 1.457 -0.889
H 5.172 -0.118 1.035
H 4.116 1.188 1.021
Cl 3.771 -5.021 -2.655
C 2.404 -4.627 -1.599
C 2.642 -4.738 -0.081
Cl 3.333 -6.317 0.455
H 1.544 -5.156 -2.004
H 2.272 -3.562 -1.787
H 1.716 -4.496 0.439
H 3.303 -3.976 0.330
Cl 4.824 0.434 -4.387
C 4.644 -1.174 -3.646
C 4.842 -1.171 -2.156
Cl 6.604 -1.071 -1.774
H 5.355 -1.873 -4.085
H 3.626 -1.470 -3.895
H 4.356 -2.039 -1.712
H 4.340 -0.346 -1.650
C 6.175 -2.991 1.411
Cl 6.145 -4.025 0.029
Cl 7.671 -2.057 1.577
Cl 6.039 -4.052 2.882
H 5.343 -2.291 1.445



(7)
21
Properties=species:S:1:pos:R:3 method="wB97M-V/def2-TZVPD" multiplicity=6 homo_lumo_gap_ev="10.0 / 6.5" s_squared=8.76 e_above_lowest_kcal_mol=42.4 total_energy_ha=-2152.433854
Fe 0.011 0.457 -0.533
O 1.018 -4.409 3.541
C 0.843 -3.415 2.670
C 0.755 -3.650 1.290
C 0.563 -2.558 0.470
N 0.439 -1.339 0.940
C 0.557 -1.086 2.233
C 0.768 -2.097 3.148
C 0.505 0.442 2.531
O 0.656 0.819 3.668
O 0.320 1.111 1.470
C 0.542 -2.599 -1.107
O 0.667 -3.684 -1.624
O 0.414 -1.448 -1.589
H 1.040 -5.266 3.091
H 0.849 -4.645 0.877
H 0.884 -1.888 4.198
O -0.004 1.903 -2.262
C -1.223 1.673 -2.357
O -1.843 1.017 -1.482
H -1.781 2.057 -3.229